(1)
# C4H5NO

A single C4H5NO molecule (ωB97M-V/def2-TZVPD, OMol25).

```
11
Properties=species:S:1:pos:R:3
N 2.673 0.611 0.331
C 1.812 -0.126 0.116
C 0.657 -0.946 -0.219
C -0.461 -0.108 0.346
C -1.284 0.953 -0.230
O -1.769 -0.386 -0.119
H 0.694 -1.874 0.371
H 0.642 -1.210 -1.279
H -0.077 0.081 1.377
H -1.788 1.588 0.501
H -1.099 1.416 -1.197
```

Summary:
total energy: -285.33450 Ha
Kohn-Sham gap: 11.64 eV
HOMO level: -0.3961 Ha
F_max: 1.83 eV/Å
energy relative to the best compared isomer or geometry (same formula, charge and spin): 2.179 eV
SMILES string: N#CC[C@H]1CO1

=====

(2)
# H80O40

40 unconnected molecules or ions with the total composition H80O40 (ωB97M-V/def2-TZVPD, OMol25).

```
120
Properties=species:S:1:pos:R:3
H 5.472 3.262 0.040
H 5.985 3.298 1.613
O 5.941 2.857 0.729
H -1.077 3.438 4.976
H -2.176 2.404 4.825
O -1.408 2.803 4.422
H 3.549 4.611 0.988
H 3.777 5.697 -0.389
O 3.986 4.765 0.021
H -2.921 -3.993 3.031
H -1.439 -4.062 2.521
O -2.097 -3.572 2.848
H -1.507 -3.624 -3.572
H -2.736 -3.318 -2.849
O -1.805 -3.006 -2.940
H -1.591 3.234 -0.885
O -0.917 2.776 -0.422
H 1.719 5.277 3.950
O 1.826 4.499 4.484
H 3.091 -2.828 -3.313
H 2.001 -4.123 -4.053
O 2.891 -3.832 -3.393
H 0.828 3.110 2.102
H 2.206 2.597 1.845
O 1.625 3.333 2.195
H -5.396 -3.433 0.631
H -5.252 -2.722 -0.493
O -5.955 -3.024 0.014
H 2.316 2.110 5.768
H 0.754 1.981 6.217
O 1.394 1.900 5.543
H -0.906 2.512 -4.540
O -1.118 1.746 -5.056
H 4.111 4.509 -3.868
H 4.879 4.277 -2.510
O 4.116 4.600 -2.960
H 2.671 2.990 -1.477
H 2.417 1.571 -1.172
O 2.013 2.445 -1.271
H 3.038 -3.736 -1.299
H 2.622 -3.262 0.105
O 3.043 -2.987 -0.686
H -3.183 0.334 5.023
H -3.987 0.841 3.820
O -3.505 1.160 4.722
H -0.596 -0.754 2.058
H -0.338 0.417 0.980
O -0.154 -0.426 1.218
H -2.258 0.712 -0.445
H -2.961 1.029 -1.890
O -3.002 0.527 -1.039
H 3.368 0.899 1.808
O 3.309 0.603 2.743
H -0.069 -2.260 6.339
H -0.580 -1.046 5.730
O -0.390 -1.542 6.518
H 2.026 -2.200 3.804
O 1.872 -1.296 3.643
H -1.546 6.206 2.508
H -1.304 4.868 2.624
O -2.056 5.441 2.657
H 0.099 -5.186 4.168
H 0.280 -5.067 2.500
O 0.019 -5.692 3.247
H -0.382 -3.055 0.048
H -0.310 -1.881 0.980
O -0.398 -2.939 0.924
H 1.778 0.239 -6.027
H 1.998 1.722 -6.061
O 2.448 0.889 -5.996
H 3.834 -1.418 -5.013
H 4.186 -1.643 -3.586
O 4.436 -2.001 -4.437
H 4.170 -1.022 0.951
H 4.197 -1.190 -0.472
O 4.407 -0.440 0.270
H -5.107 -0.527 0.881
H -6.466 -0.763 1.211
O -5.591 -0.460 1.628
H -3.508 2.019 -3.915
H -3.894 3.119 -3.112
O -3.112 2.821 -3.489
H -2.656 -5.858 -0.832
H -2.721 -4.543 -0.026
O -3.174 -5.412 -0.048
H 4.956 -2.823 0.566
H 6.054 -3.028 -0.730
O 5.849 -3.248 0.180
H -4.382 -1.131 -3.169
O -4.680 -2.039 -3.684
H 0.318 3.427 -2.460
H -0.263 4.304 -3.794
O -0.412 3.860 -2.925
H 2.575 1.177 3.212
H -0.288 2.836 -0.949
H 2.561 -0.970 3.124
H 1.243 3.950 3.868
H -1.006 1.781 -6.039
H -4.921 -2.707 -3.037
O 0.306 -3.301 -4.811
H 0.181 -2.689 -4.182
H 0.648 -2.775 -5.528
O -1.121 -1.310 -1.495
H -2.143 -1.357 -1.869
H -1.108 -0.394 -1.318
O 0.724 -0.234 -2.705
H 0.323 -1.063 -2.659
H 1.552 -0.209 -3.196
O -3.999 3.162 2.123
H -3.924 4.031 2.492
H -3.401 3.017 1.442
O -3.079 -2.127 0.027
H -2.668 -2.320 0.887
H -2.929 -1.195 0.162
O -0.004 -0.993 -5.331
H 0.048 -0.173 -4.689
H -0.900 -1.079 -5.620
O -2.062 -0.815 3.223
H -2.147 -1.755 3.258
H -2.193 -0.521 2.427
```

Summary:
total energy: -3057.11990 Ha
Kohn-Sham gap: 9.82 eV
HOMO level: -0.3919 Ha
F_max: 14.04 eV/Å
energy relative to the best compared isomer or geometry (same formula, charge and spin): 17.346 eV

=====

(3)
# C38H30Cl2F3N8O5RbS

A molecular structure, C38H30Cl2F3N8O5RbS (ωB97M-V/def2-TZVPD, OMol25).

```
88
Properties=species:S:1:pos:R:3
Rb -1.027 0.749 0.257
Cl 1.782 6.548 4.758
C 1.132 5.675 3.386
C 1.630 4.421 3.091
C 1.161 3.660 2.016
N 1.641 2.347 1.867
C 2.950 2.212 1.840
O 3.865 3.057 1.720
C 3.450 0.808 2.138
C 3.439 0.406 3.481
C 3.995 -0.802 3.838
C 4.563 -1.594 2.843
C 4.522 -1.122 1.546
N 3.979 0.043 1.184
C 0.153 4.218 1.187
C -0.337 5.492 1.509
C 0.134 6.210 2.590
Cl -0.543 7.791 2.921
N -0.370 3.449 0.148
C -0.920 4.039 -0.901
O -0.998 5.243 -1.228
C -1.617 3.079 -1.855
C -2.951 3.335 -2.177
C -3.615 2.475 -3.026
C -2.923 1.396 -3.564
C -1.600 1.228 -3.202
N -0.954 2.038 -2.361
H 2.420 4.012 3.706
H 2.979 1.059 4.212
H 3.989 -1.130 4.871
H 5.016 -2.552 3.066
H 4.938 -1.720 0.737
H -1.095 5.927 0.876
H -3.439 4.192 -1.734
H -4.664 2.627 -3.252
H -3.404 0.686 -4.226
H -1.022 0.393 -3.591
C 2.370 -1.990 -1.258
C 2.210 -1.278 -2.614
C 2.667 0.156 -2.489
C 3.803 0.637 -3.122
C 4.204 1.943 -2.859
C 3.451 2.714 -1.995
C 2.308 2.155 -1.431
N 1.931 0.903 -1.665
N 1.110 -2.454 -0.695
C 0.564 -3.587 -1.406
C -0.951 -3.635 -1.531
C -1.562 -4.855 -1.815
C -2.935 -4.900 -1.968
C -3.660 -3.726 -1.832
C -2.968 -2.556 -1.559
N -1.640 -2.506 -1.416
C 1.257 -2.703 0.732
C -0.051 -3.030 1.402
C -0.397 -4.340 1.717
C -1.639 -4.596 2.283
C -2.488 -3.532 2.525
C -2.049 -2.255 2.202
N -0.865 -2.005 1.651
H 2.785 -1.273 -0.553
H 3.094 -2.824 -1.340
H 1.151 -1.276 -2.882
H 2.764 -1.790 -3.404
H 4.369 -0.002 -3.788
H 5.101 2.342 -3.318
H 3.735 3.723 -1.733
H 1.672 2.724 -0.763
H 0.900 -4.537 -0.951
H 0.965 -3.591 -2.424
H -0.960 -5.754 -1.896
H -3.435 -5.839 -2.178
H -4.737 -3.707 -1.927
H -3.486 -1.611 -1.440
H 1.662 -1.801 1.191
H 1.970 -3.529 0.919
H 0.296 -5.144 1.501
H -1.937 -5.609 2.523
H -3.471 -3.673 2.955
H -2.686 -1.392 2.366
F -5.154 -1.802 0.917
C -5.693 -0.585 0.721
F -6.374 -0.643 -0.434
F -6.585 -0.387 1.698
S -4.396 0.727 0.686
O -5.161 1.937 0.551
O -3.710 0.526 1.947
O -3.608 0.338 -0.472
```

Summary:
total charge: -2
total energy: -3922.76947 Ha
Kohn-Sham gap: 4.95 eV
HOMO level: -0.0576 Ha
F_max: 1.06 eV/Å
energy relative to the best compared isomer or geometry (same formula, charge and spin): 0.000 eV

=====

(4)
# C5H11OS2

A gas-phase ion, C5H11OS2 (charge -1) (ωB97M-V/def2-TZVPD, OMol25).

```
19
Properties=species:S:1:pos:R:3
C -0.480 -0.769 4.332
C 0.249 -0.910 2.907
S -0.377 0.281 1.690
S 0.941 0.613 0.175
C 0.462 -0.411 -1.300
C -0.617 0.104 -2.027
C 0.020 -0.010 -3.730
O -0.883 0.447 -4.554
H -0.121 0.109 4.858
H -1.490 -0.644 4.209
H -0.138 -1.556 4.969
H 0.151 -1.893 2.721
H 1.280 -0.745 3.215
H 0.244 -1.332 -0.922
H 1.495 -0.514 -1.831
H -0.881 1.175 -2.063
H -1.656 -0.210 -2.121
H 0.474 -0.945 -3.890
H 0.874 0.657 -3.660
```

Summary:
total charge: -1
total energy: -1068.63772 Ha
Kohn-Sham gap: 5.35 eV
HOMO level: -0.0877 Ha
F_max: 5.74 eV/Å
energy relative to the best compared isomer or geometry (same formula, charge and spin): 1.015 eV
SMILES string: CCSSCCC[O-]